# C3H4N4

One molecule with the formula C3H4N4 (ωB97M-V with the def2-TZVPD basis set, the Open Molecules 2025 dataset).

## Properties
- charge = 0
- energy above the lowest of the compared OMol25 structures with the same formula, charge and spin (eV) = 3.426
- HOMO (eV) = -8.32
- lowest unoccupied orbital energy (eV) = -0.07
- 2S+1 = 1
- frontier orbital gap (eV) = 8.246
- energy (eV) = -9133.431

Each line ends with the natural charge from an NBO analysis.
CARTESIAN COORDINATES (ANGSTROEM)
H -1.48907 1.30543 1.64227  0.401
H 2.73123 0.35764 0.28465  0.408
N 1.80616 0.16502 -0.07060  -0.374
H -1.44477 -1.15333 -1.01104  0.186
N -1.55640 0.77906 0.78381  -0.791
C -0.46930 -0.72596 -0.77029  0.054
C -0.38819 0.28442 0.25393  0.301
N 0.55405 -1.18885 -1.40237  -0.429
N 0.78126 0.70271 0.65711  -0.267
C 1.83949 -0.70076 -1.09304  0.120
H -2.36445 0.17462 0.72556  0.391

# C4H12N2O

A 2-piece molecular cluster, C4H12N2O overall (ωB97M-V with the def2-TZVPD basis set, the Open Molecules 2025 dataset).

## Properties
- charge = 0
- energy above the lowest of the compared OMol25 structures with the same formula, charge and spin (eV) = 4.902
- HOMO (eV) = -7.98
- lowest unoccupied orbital energy (eV) = 0.97
- 2S+1 = 1
- frontier orbital gap (eV) = 8.946
- energy (eV) = -9366.292
- SMILES = C=CON.CNC

Each line ends with the natural charge from an NBO analysis.
CARTESIAN COORDINATES (ANGSTROEM)
C 1.13896 1.56465 0.06567  -0.652
C -0.66052 -1.13628 1.89888  -0.417
C -1.72349 -0.22358 -0.08511  -0.420
N 1.18771 0.39964 -2.60184  -0.495
H 0.49151 2.18568 -0.53449  0.193
H 0.37013 0.99515 -2.42609  0.323
O 1.35608 -0.42588 -1.47333  -0.428
H 1.94468 -0.33254 0.49503  0.183
H -2.65534 -0.75583 0.14962  0.180
H -1.76972 0.78196 0.33467  0.198
H -1.61101 -0.16940 -1.16440  0.205
H -1.57527 -1.68178 2.16502  0.178
H -0.67201 -0.17039 2.40490  0.198
H -0.38230 -1.74765 -0.05212  0.371
N -0.54506 -0.88433 0.46629  -0.570
C 1.27950 0.24891 -0.12854  0.196
H 1.62351 2.04055 0.89893  0.219
H 1.99772 1.01504 -2.64747  0.335
H 0.20491 -1.70391 2.23439  0.203

# C2H10O2S

A 3-piece molecular cluster, C2H10O2S overall (ωB97M-V with the def2-TZVPD basis set, the Open Molecules 2025 dataset).

## Properties
- charge = 0
- energy above the lowest of the compared OMol25 structures with the same formula, charge and spin (eV) = 0.581
- HOMO (eV) = -9.21
- lowest unoccupied orbital energy (eV) = 0.69
- 2S+1 = 1
- frontier orbital gap (eV) = 9.896
- energy (eV) = -17165.913
- SMILES = CCS.O.O

Each line ends with the natural charge from an NBO analysis.
CARTESIAN COORDINATES (ANGSTROEM)
H 0.37070 2.44777 -1.69996  0.209
H 0.03445 -2.60762 3.39556  0.469
H 2.08800 1.92364 -1.54633  0.219
S -1.19522 0.91831 0.13284  -0.049
H 1.01500 0.03240 -0.13741  0.222
H 0.97646 0.85978 -2.18808  0.214
C 1.02849 1.62036 -1.41887  -0.626
H 0.04371 -2.09950 -2.22248  0.463
C 0.59392 1.02060 -0.07879  -0.532
O 0.65303 -1.85260 -1.51987  -0.924
H -1.64487 0.26173 -0.94060  0.112
H -0.07826 -1.09747 3.12529  0.470
O 0.05435 -1.94969 2.69243  -0.938
H 1.00277 1.58960 0.74287  0.230
H 0.03855 -1.30212 -1.01592  0.461